1.
C19H28N2O6S | ωB97M-V with the def2-TZVPD basis set

Each line ends with the Mulliken charge.
Cartesian coordinates (Å):
C: 2.124 -0.779 5.273  -0.9357
C: 3.140 -0.127 4.230  -0.3274
O: 2.913 -0.258 3.028  -0.3019
C: 3.128 -1.670 2.519  -0.2267
O: 3.722 -2.599 3.153  -0.5688
C: 2.613 -1.727 0.978  1.4779
C: 1.422 -2.719 1.094  -0.7013
C: 0.746 -2.838 -0.309  0.0933
N: 1.536 -2.226 -1.185  0.1127
C: 1.275 -1.465 -2.255  0.3233
O: 2.235 -1.039 -3.052  -0.7165
C: -0.024 -0.708 -1.982  -1.5614
N: -0.029 0.225 -0.706  0.1256
C: 0.870 1.300 -0.874  -1.2910
S: -1.365 0.239 0.163  1.4755
O: -2.143 -0.846 -0.308  -0.7114
O: -0.949 0.418 1.428  -0.7325
C: -2.130 1.787 -0.468  -0.9545
C: -2.368 2.585 0.434  0.6935
C: -3.087 3.847 -0.014  0.2303
C: -3.188 5.162 1.120  -1.3347
C: -3.697 3.809 -1.167  -0.3799
C: -3.323 3.009 -2.321  -1.4446
C: -2.837 1.837 -1.790  0.7346
O: -2.582 0.821 -2.374  -0.2891
C: -3.185 0.630 -3.956  -0.8764
C: 2.935 -3.037 -1.198  -0.7523
C: 3.423 -2.220 0.021  -0.6075
H: 2.381 -0.466 6.357  0.3463
H: 1.073 -0.309 5.092  0.2148
H: 1.996 -1.998 5.162  0.2260
H: 4.130 -0.637 4.300  0.3691
H: 3.325 0.929 4.359  0.3902
H: 2.083 -0.663 0.559  -0.3674
H: 0.596 -2.336 1.910  0.2834
H: 1.728 -3.869 1.279  0.2364
H: -0.264 -2.133 -0.275  -0.3292
H: 0.279 -3.799 -0.493  0.3935
H: -0.824 -1.290 -1.970  1.0655
H: -0.031 0.081 -2.805  0.4038
H: 1.904 0.894 -1.206  0.2837
H: 0.718 1.696 0.261  0.2457
H: 0.416 1.848 -1.447  0.6539
H: -2.079 2.510 1.463  0.5881
H: -4.246 5.337 1.238  0.3226
H: -2.795 4.767 1.788  0.4818
H: -2.639 6.113 0.526  0.2701
H: -4.223 4.842 -1.545  0.2109
H: -3.852 3.089 -3.076  0.7662
H: -4.299 0.626 -3.601  0.3337
H: -2.911 1.459 -4.406  0.4601
H: -2.881 -0.311 -4.330  0.2408
H: 3.408 -2.793 -2.214  0.3587
H: 2.746 -4.209 -0.996  0.3057
H: 4.057 -3.017 0.612  0.3498
H: 4.046 -1.420 -0.231  0.3427

Computed properties:
Energy (hartree): -1699.32223
SMILES string: CCOC(=O)C1CCN(C(=O)CN(C)S(=O)(=O)c2cc(C)ccc2OC)CC1
2S+1: 1
Net charge: 0
Energy above the lowest of the compared OMol25 structures with the same formula, charge and spin (eV): 18.7799

2.
C6H12 | ωB97M-V with the def2-TZVPD basis set

Each line ends with the Mulliken charge.
Cartesian coordinates (Å):
C: 1.953 -0.756 -0.552  -0.5632
C: 1.562 0.424 0.338  -0.4449
C: 0.127 0.035 0.957  -1.0535
C: -1.014 0.019 -0.032  1.1216
C: -0.904 -1.250 -0.655  -1.5622
C: -1.897 1.250 -0.145  -1.2155
H: 2.353 -1.463 0.201  0.2332
H: 2.748 -0.579 -1.374  0.2903
H: 0.899 -1.007 -0.792  0.1705
H: 2.284 0.566 1.127  0.3543
H: 1.455 1.345 -0.284  0.2800
H: 0.124 -0.991 1.246  0.5394
H: -0.107 0.609 1.909  0.3625
H: -1.858 -0.998 0.140  0.2246
H: -1.504 -1.570 -1.442  0.2292
H: -2.723 0.946 -0.804  0.3343
H: -2.246 1.464 0.820  0.3550
H: -1.252 1.955 -0.658  0.3442

Computed properties:
Energy (hartree): -235.59948
2S+1: 1
Net charge: 0
Energy above the lowest of the compared OMol25 structures with the same formula, charge and spin (eV): 5.9524

3.
C42H31Cl5FN8O5S3Sn | ωB97M-V with the def2-TZVPD basis set

Each line ends with the Mulliken charge.
Cartesian coordinates (Å):
Sn: -0.078 0.940 1.193  1.8522
O: -2.017 2.415 4.821  -0.7986
C: -1.578 1.770 3.868  -0.0032
O: -0.522 1.999 3.203  -0.5790
C: -2.418 0.563 3.429  0.6155
C: -3.509 0.191 4.251  -0.9573
C: -4.295 -0.850 3.878  -1.0864
C: -4.012 -1.542 2.678  1.3849
C: -4.797 -2.626 2.219  -0.8491
C: -4.475 -3.275 1.063  -0.9561
C: -3.340 -2.876 0.323  -0.7284
C: -2.568 -1.831 0.742  0.4194
C: -2.896 -1.124 1.923  -0.4748
N: -2.117 -0.065 2.320  1.4477
H: -3.672 0.768 5.148  0.6021
H: -5.136 -1.165 4.487  0.4072
H: -5.656 -2.932 2.807  0.4143
H: -5.081 -4.102 0.715  0.4028
H: -3.075 -3.408 -0.583  0.5483
H: -1.684 -1.537 0.198  -0.4085
Cl: 2.810 1.926 1.758  -0.1623
C: 2.551 0.622 2.896  0.9236
C: 1.374 -0.113 2.801  -1.4155
C: 1.227 -1.112 3.750  0.8911
Cl: -0.184 -2.149 3.723  -0.1978
C: 2.176 -1.372 4.742  -0.3024
Cl: 1.934 -2.630 5.907  -0.2265
C: 3.341 -0.615 4.791  0.6970
Cl: 4.539 -0.925 5.996  -0.2209
C: 3.536 0.393 3.852  -0.3147
Cl: 4.986 1.336 3.890  -0.2261
C: 4.564 -3.910 -3.548  -1.8585
C: 3.472 -4.710 -2.850  0.5735
C: 4.065 -5.882 -2.084  -0.9905
C: 2.962 -6.722 -1.463  -1.1606
C: 2.063 -5.854 -0.620  1.3399
C: 1.349 -6.392 0.429  -0.8379
C: 0.544 -5.578 1.214  -0.2943
F: -0.136 -6.149 2.233  -0.3803
C: 0.435 -4.237 0.988  -0.6135
C: 1.146 -3.670 -0.075  1.1185
C: 0.996 -2.210 -0.314  0.1451
O: 0.259 -1.555 0.424  -0.2566
C: 1.772 -1.695 -1.410  0.1226
C: 2.547 -2.549 -2.125  -0.7431
N: 2.677 -3.882 -1.923  0.2451
C: 1.963 -4.474 -0.879  -1.2732
C: 1.748 -0.245 -1.909  0.1045
O: 2.604 0.053 -2.758  -0.8790
O: 0.789 0.458 -1.488  -0.3374
H: 5.222 -4.607 -4.068  0.4362
H: 5.157 -3.352 -2.820  0.3799
H: 4.175 -3.209 -4.284  0.5052
H: 2.789 -5.112 -3.609  0.1220
H: 4.720 -5.490 -1.299  0.3246
H: 4.673 -6.480 -2.764  0.3659
H: 3.382 -7.518 -0.847  0.4267
H: 2.380 -7.204 -2.256  0.3460
H: 1.421 -7.449 0.659  0.5058
H: -0.178 -3.598 1.608  0.6709
H: 3.104 -2.108 -2.938  0.7237
N: -1.074 -0.357 -2.444  -0.3156
C: -2.232 0.256 -2.084  -0.1400
N: -2.342 1.020 -1.046  0.2620
C: -3.632 1.479 -0.887  -0.4179
C: -4.529 1.017 -1.793  -0.4001
S: -3.740 -0.013 -2.936  -0.3353
C: -3.910 2.465 0.170  -0.0859
C: -5.133 2.926 0.526  -0.3712
S: -4.970 4.166 1.714  -0.3229
C: -3.227 3.970 1.634  0.1900
N: -2.841 3.041 0.821  0.0493
N: -2.390 4.801 2.320  -0.4188
H: -0.218 -0.016 -1.993  0.4441
H: -0.999 -0.751 -3.362  0.1722
H: -5.580 1.239 -1.883  0.4381
H: -6.102 2.616 0.170  0.4317
H: -2.709 5.081 3.233  0.2942
H: -1.434 4.463 2.337  0.2142
C: 1.424 5.205 -4.866  -1.4245
C: 1.196 5.824 -3.525  1.0136
C: 1.303 7.151 -3.255  -0.7895
C: 1.069 7.566 -1.915  1.0606
N: 0.741 6.747 -0.951  -0.5238
C: 0.601 5.405 -1.210  -0.3702
S: 0.177 4.245 -0.127  -0.2166
N: 0.860 4.998 -2.518  0.0144
C: 1.195 9.015 -1.545  -1.2331
H: 1.699 5.964 -5.594  0.3407
H: 0.520 4.698 -5.208  0.3369
H: 2.223 4.462 -4.810  0.3456
H: 1.570 7.856 -4.029  0.2905
H: 0.794 3.999 -2.664  0.0231
H: 1.500 9.629 -2.392  0.3257
H: 1.922 9.118 -0.739  0.2984
H: 0.239 9.374 -1.163  0.2906

Computed properties:
Energy (hartree): -6243.28008
2S+1: 1
Net charge: -1
Energy above the lowest of the compared OMol25 structures with the same formula, charge and spin (eV): 1.0833

4.
C43H50Br2IrN5O4P2S | ωB97M-V with the def2-TZVPD basis set

Each line ends with the Mulliken charge.
Cartesian coordinates (Å):
Ir: -0.584 -0.537 0.956  0.2061
C: -0.909 -0.867 -3.112  -1.1190
C: -1.979 -0.178 -2.318  0.4127
C: -2.968 0.612 -2.902  -1.7151
C: -3.861 1.317 -2.115  -1.0271
C: -3.849 1.154 -0.733  0.5882
C: -4.554 2.017 0.309  -0.1673
Br: -5.282 3.619 -0.540  -0.0477
C: -4.589 1.384 2.450  -0.8648
C: -4.078 -0.036 2.883  -0.1671
Br: -4.651 -0.583 4.621  0.0126
C: -2.634 -0.016 2.510  0.4501
O: -1.577 0.070 3.086  -0.5597
C: -2.953 0.209 -0.264  0.8890
N: -1.986 -0.355 -0.995  0.5003
H: -1.326 -1.762 -3.581  0.4642
H: -0.100 -1.180 -2.454  -0.2007
H: -0.521 -0.224 -3.903  0.5163
H: -2.997 0.712 -3.980  0.5555
H: -4.548 2.014 -2.574  0.5518
H: -4.953 1.892 3.336  0.8667
O: -3.890 -3.502 2.738  -0.6863
S: -3.368 -2.757 1.634  1.4713
O: -3.685 -3.158 0.287  -0.6646
O: -1.917 -2.416 1.794  -0.4801
C: -4.251 -0.996 1.642  1.0891
C: -5.577 -1.065 0.986  -0.9643
C: -6.242 0.073 0.848  -1.2761
C: -5.622 1.371 1.268  0.0186
C: -3.659 2.345 1.552  -1.4011
C: -3.084 -0.284 1.107  -1.5696
P: -1.753 2.312 1.287  1.5169
C: -1.568 3.445 -0.118  0.3204
C: -0.881 2.977 -1.236  -0.3665
C: -0.710 3.792 -2.349  -0.4220
C: -1.227 5.080 -2.345  -0.7365
C: -1.906 5.557 -1.228  -0.7300
C: -2.075 4.745 -0.118  -0.2740
C: -1.174 3.277 2.720  0.8145
C: -0.095 4.150 2.577  -0.6799
C: 0.370 4.871 3.668  -0.6947
C: -0.232 4.721 4.910  -0.5936
C: -1.292 3.838 5.064  -0.8853
C: -1.757 3.113 3.977  -0.3476
H: -5.962 -2.029 0.681  0.5951
H: -7.238 0.097 0.421  0.4546
H: -6.394 2.109 1.454  0.9465
H: -3.849 3.366 1.876  1.6004
H: -0.471 1.973 -1.222  0.2952
H: -0.172 3.426 -3.215  0.4863
H: -1.097 5.717 -3.212  0.4244
H: -2.306 6.563 -1.223  0.4537
H: -2.593 5.130 0.754  0.4276
H: 0.378 4.273 1.610  0.4526
H: 1.201 5.554 3.547  0.4231
H: 0.125 5.290 5.759  0.4041
H: -1.754 3.708 6.035  0.4718
H: -2.571 2.411 4.122  0.0576
N: 1.198 -0.629 0.522  0.3375
P: 2.279 -1.526 -0.255  -2.3800
N: 1.702 -2.972 -0.746  0.9365
C: 2.010 -3.523 -2.084  -0.0898
C: 1.485 -4.947 -2.180  -1.1605
C: -0.022 -4.982 -1.921  -0.8706
C: -0.396 -4.283 -0.592  0.0326
C: 0.836 -3.774 0.145  -1.5459
N: 2.798 -0.694 -1.569  1.6280
C: 4.172 -0.855 -2.085  -0.2178
C: 4.668 0.458 -2.667  -1.1361
C: 3.799 0.880 -3.859  -0.8275
C: 2.306 0.583 -3.601  -0.7802
C: 2.026 0.444 -2.112  1.0904
N: 3.538 -1.824 0.727  1.2356
C: 4.037 -0.738 1.600  -0.6651
C: 5.554 -0.804 1.689  -0.6402
C: 6.011 -2.150 2.292  -0.5911
C: 4.919 -3.222 2.184  -1.1648
C: 4.196 -3.141 0.849  -0.0051
H: 3.087 -3.508 -2.262  0.2021
H: 1.544 -2.916 -2.867  0.1263
H: 2.009 -5.583 -1.462  0.3771
H: 1.713 -5.335 -3.173  0.4734
H: -0.369 -6.015 -1.919  0.3317
H: -0.525 -4.489 -2.757  0.3045
H: -0.924 -4.969 0.071  0.6612
H: -1.082 -3.450 -0.764  -0.4306
H: 1.396 -4.613 0.570  0.3854
H: 0.527 -3.157 0.986  0.8714
H: 4.200 -1.627 -2.863  0.2184
H: 4.819 -1.187 -1.274  0.2057
H: 5.706 0.340 -2.978  0.4723
H: 4.653 1.224 -1.887  0.3261
H: 4.128 0.341 -4.749  0.3292
H: 3.948 1.941 -4.063  0.3384
H: 2.012 -0.345 -4.098  0.3287
H: 1.680 1.379 -4.008  0.2576
H: 0.969 0.270 -1.930  -1.5930
H: 2.288 1.374 -1.594  0.3308
H: 3.598 -0.825 2.597  0.3685
H: 3.712 0.220 1.193  0.4648
H: 5.915 0.034 2.286  0.4368
H: 5.968 -0.679 0.685  0.1700
H: 6.289 -2.022 3.339  0.2934
H: 6.906 -2.496 1.773  0.3302
H: 4.189 -3.110 2.990  0.3054
H: 5.352 -4.217 2.287  0.4343
H: 3.454 -3.932 0.766  0.1820
H: 4.919 -3.285 0.037  0.2155

Computed properties:
Energy (hartree): -8576.15468
2S+1: 6
Net charge: +1
Energy above the lowest of the compared OMol25 structures with the same formula, charge and spin (eV): 5.6655

5.
C2H5N4O2S | ωB97M-V with the def2-TZVPD basis set

Each line ends with the Mulliken charge.
Cartesian coordinates (Å):
C: -0.349 0.800 1.834  -0.8623
S: -0.686 1.024 0.057  1.2089
O: -2.085 0.864 -0.152  -0.5854
O: -0.221 2.265 -0.442  -0.5194
N: 0.150 -0.327 -0.740  0.0719
C: 1.444 -0.355 -0.967  0.0661
N: 1.670 -1.578 -1.558  -0.2029
N: 0.537 -2.180 -1.636  -0.3126
N: -0.416 -1.454 -1.152  0.3138
H: -1.249 0.343 2.266  0.3536
H: 0.480 0.080 1.974  0.3590
H: -0.038 1.750 2.288  0.3559
H: 2.179 0.413 -0.724  0.4408
H: -1.415 -1.645 -1.049  0.3124

Computed properties:
Energy (hartree): -846.50639
SMILES string: CS(=O)(=O)n1cnn[nH+]1
2S+1: 1
Net charge: +1
Energy above the lowest of the compared OMol25 structures with the same formula, charge and spin (eV): 0.0000

6.
C18H48BN12O18 | ωB97M-V with the def2-TZVPD basis set

Each line ends with the Mulliken charge.
Cartesian coordinates (Å):
O: -1.553 0.724 -3.798  -0.6895
C: -1.112 0.307 -2.759  0.7132
O: -0.106 0.841 -2.070  -0.5222
B: 0.220 -0.039 -0.976  1.3739
O: -0.635 -1.239 -1.085  -0.5263
C: -1.434 -1.126 -2.102  0.8098
O: -2.176 -1.979 -2.561  -0.6964
O: 0.167 0.674 0.346  -0.6385
C: 1.293 0.734 0.928  0.1629
O: 1.483 1.261 1.977  -0.5187
C: 2.327 -0.005 0.032  0.7150
O: 1.673 -0.503 -0.996  -0.7020
O: 3.513 -0.235 0.185  -0.7044
C: 4.328 -0.196 -6.241  0.4736
O: 5.010 0.482 -6.963  -0.6648
N: 3.381 -1.149 -6.569  -0.2775
N: 4.685 -0.211 -4.916  -0.3287
H: 2.960 -1.040 -7.437  0.1806
H: 3.074 -1.804 -5.897  0.3893
H: 4.049 -0.558 -4.233  0.1783
H: 5.322 0.455 -4.587  0.2002
C: -4.988 -2.178 1.697  0.5780
O: -5.354 -2.189 2.870  -0.6672
N: -3.708 -2.446 1.313  -0.3808
N: -5.824 -1.800 0.681  -0.4070
H: -3.087 -2.669 1.997  0.2162
H: -3.364 -1.910 0.530  0.1909
H: -6.545 -1.135 0.959  0.2405
H: -5.457 -1.671 -0.269  0.2877
C: -3.679 1.391 0.097  0.1573
O: -4.041 0.339 -0.435  -0.3527
N: -3.881 2.577 -0.493  -0.2908
N: -3.111 1.304 1.337  -0.2657
H: -4.550 2.645 -1.335  0.2178
H: -3.710 3.411 -0.012  0.1389
H: -3.094 0.408 1.862  0.2025
H: -2.797 2.111 1.793  0.2031
C: -4.437 2.842 -3.725  0.6494
O: -5.272 3.098 -2.820  -0.8029
N: -4.703 2.259 -4.868  -0.3271
N: -3.122 3.255 -3.500  -0.5120
H: -3.900 2.153 -5.441  0.1641
H: -5.515 1.741 -5.041  0.2890
H: -2.941 3.350 -2.528  0.3226
H: -2.358 2.743 -3.925  0.2635
C: -5.945 0.057 -3.335  0.5142
O: -6.513 0.276 -4.419  -0.7967
N: -4.656 -0.225 -3.101  0.2712
N: -6.701 -0.067 -2.147  -0.4692
H: -4.349 -0.314 -2.106  -0.0653
H: -4.058 -0.511 -3.864  0.1212
H: -6.437 0.353 -1.272  0.2412
H: -7.661 0.306 -2.347  0.2725
C: 1.327 -3.627 -4.207  0.7064
O: 1.992 -3.102 -5.069  -0.7603
N: 1.728 -3.745 -2.965  -0.2802
N: 0.074 -4.170 -4.450  -0.4301
H: 1.143 -4.146 -2.260  0.2239
H: 2.417 -3.051 -2.619  0.1848
H: -0.323 -4.068 -5.361  0.2095
H: -0.458 -4.437 -3.658  0.1559
C: 5.717 -3.396 -0.811  -1.3348
C: 4.252 -3.006 -0.670  0.2192
O: 3.829 -2.393 -1.879  -0.7280
H: 6.472 -2.607 -0.974  0.3161
H: 5.797 -4.053 -1.664  0.3410
H: 5.953 -3.978 0.146  0.3299
H: 4.001 -2.378 0.184  0.2088
H: 3.742 -3.977 -0.576  0.1912
H: 3.410 -1.534 -1.595  0.3682
C: 5.173 -0.397 4.770  -1.2486
C: 3.743 -0.223 4.197  0.2993
O: 3.166 1.005 4.708  -0.5329
H: 5.823 0.392 4.439  0.3378
H: 5.599 -1.348 4.434  0.3482
H: 5.151 -0.389 5.865  0.2894
H: 3.159 -1.089 4.518  0.1981
H: 3.802 -0.118 3.076  0.0025
H: 2.440 1.340 4.113  0.3084
C: 2.174 0.050 10.029  -0.9429
C: 1.412 1.252 9.410  -0.2085
O: 2.317 2.105 8.690  -0.5127
H: 2.294 -0.901 9.397  0.2542
H: 1.593 -0.155 10.901  0.3176
H: 3.175 0.465 10.222  0.2961
H: 1.102 1.854 10.264  0.2469
H: 0.559 1.012 8.798  0.2737
H: 2.841 1.605 8.122  0.2748
C: 1.156 4.405 1.717  -1.0197
C: -0.215 4.023 1.180  0.1254
O: -1.034 3.457 2.183  -0.6519
H: 1.720 3.559 2.251  0.0506
H: 1.042 5.218 2.347  0.4216
H: 1.869 4.835 0.982  0.3341
H: -0.257 3.379 0.325  -0.1305
H: -0.668 4.907 0.803  0.5000
H: -0.921 2.528 2.260  0.3150

Computed properties:
Energy (hartree): -2751.45697
2S+1: 1
Net charge: -1

7.
C2H2Cl2O4P | ωB97M-V with the def2-TZVPD basis set

Each line ends with the Mulliken charge.
Cartesian coordinates (Å):
O: 1.917 -0.776 -1.911  -0.6431
P: 0.528 -0.662 -2.385  0.9139
O: -0.008 -1.413 -3.531  -0.7238
O: -0.493 -0.906 -1.012  -0.3797
C: -0.700 0.270 -0.273  -0.4199
C: -0.067 1.393 -1.082  0.5709
Cl: -1.177 2.888 -1.024  -0.2515
Cl: 1.555 1.995 -0.515  -0.1789
O: 0.000 1.010 -2.461  -0.3997
H: -0.293 0.243 0.778  0.2634
H: -1.880 0.473 -0.067  0.2482

Computed properties:
Energy (hartree): -1640.29693
SMILES string: O=[P@@]1([O-])OCC(Cl)(Cl)O1
2S+1: 1
Net charge: -1
Energy above the lowest of the compared OMol25 structures with the same formula, charge and spin (eV): 0.0000

8.
C3H10O2S | ωB97M-V with the def2-TZVPD basis set

Each line ends with the Mulliken charge.
Cartesian coordinates (Å):
O: 1.115 -1.012 1.387  -0.5298
C: 0.606 0.281 1.662  -0.4923
C: -0.392 0.658 0.555  -0.5835
C: -1.531 -0.322 0.446  -0.6058
S: -2.408 -0.013 -1.181  -0.2452
H: 1.125 -1.536 2.187  0.3112
H: 0.094 0.227 2.622  0.3645
H: 1.424 0.998 1.678  0.2709
H: -0.755 1.665 0.744  0.3320
H: 0.191 0.631 -0.368  0.3246
H: -2.342 -0.237 1.147  0.4126
H: -1.095 -1.307 0.382  0.3229
H: -3.637 -0.292 -0.735  0.1167
O: 4.371 0.511 -1.522  -0.6283
H: 3.556 0.616 -2.027  0.3128
H: 4.985 0.222 -2.213  0.3166

Computed properties:
Energy (hartree): -668.94137
SMILES string: OCCCS.O
2S+1: 1
Net charge: 0
Energy above the lowest of the compared OMol25 structures with the same formula, charge and spin (eV): 0.2421